A molecular structure, C3H3BaO4 in a non-equilibrium geometry. Source: the OMol25 dataset; level of theory: wB97M-V/def2-TZVPD.

Output
Energy above the lowest of the compared OMol25 structures with the same formula, charge and spin   0.786 eV
Expectation value of S²   0.762
DFT total energy   -441.872955 Eh
Frontier orbital gap (alpha / beta)   7.83 / 7.95 eV
Max |F|   6.0 eV/A
Total charge   +2
2S+1   2
LUMO energy (alpha / beta)   -8.732 / -9.349 eV

Atoms and positions in Å:
1 Ba -1.643335 -0.540304 -2.906129
2 O 0.035947 -0.391818 -0.636500
3 O 2.212762 0.728010 4.169137
4 O 0.311888 -1.116114 1.370806
5 O 0.879941 0.951253 0.867722
6 C 1.018409 1.444365 2.214875
7 C 1.871742 0.499604 3.053721
8 C 0.222473 -0.117011 0.554838
9 H 1.480380 2.435018 2.128028
10 H 0.051917 1.500416 2.737185
11 H 1.286593 -0.654276 2.563061

Cartesian forces (eV/Å) of the 6 atoms listed first:
Ba 1.0 0.0 1.3
O -2.6 1.2 -2.6
O 0.2 -0.9 -2.6
O -0.3 1.6 1.8
O 0.0 3.5 0.8
C 0.1 0.3 -1.5

A molecular structure, C3H3Br2ClO in a non-equilibrium geometry. Source: the OMol25 dataset; level of theory: wB97M-V/def2-TZVPD.

Output
Energy above the lowest of the compared OMol25 structures with the same formula, charge and spin   0.106 eV
Expectation value of S²   2.010
DFT total energy   -5799.439582 Eh
Frontier orbital gap (alpha / beta)   8.12 / 8.59 eV
Max |F|   3.6 eV/A
Total charge   0
2S+1   3
LUMO energy (alpha / beta)   0.364 / -1.809 eV

Atoms and positions in Å:
1 Br -2.316095 -1.163372 -1.764374
2 Br -2.398217 -1.479196 1.410914
3 Cl -4.162916 1.414632 0.577728
4 O -1.641903 2.184763 1.061949
5 C -0.213366 -0.185176 -0.104495
6 C -2.788153 2.480890 0.941624
7 C -1.406019 -1.047615 -0.130020
8 H 0.534216 -0.413512 0.579400
9 H 0.174930 -0.078121 -1.036464
10 H -0.542464 0.820863 0.247641

Cartesian forces (eV/Å) of the 6 atoms listed first:
Br -0.1 0.0 0.1
Br 0.5 0.1 -0.2
Cl 0.2 0.3 0.0
O -3.1 1.1 0.0
C -2.6 1.6 2.0
C 2.5 -0.9 0.2

A molecular structure, C3H3Br2ClO in a non-equilibrium geometry. Source: the OMol25 dataset; level of theory: wB97M-V/def2-TZVPD.

Output
Energy above the lowest of the compared OMol25 structures with the same formula, charge and spin   0.000 eV
Expectation value of S²   2.009
DFT total energy   -5799.443463 Eh
Frontier orbital gap (alpha / beta)   8.39 / 8.88 eV
Max |F|   2.5 eV/A
Total charge   0
2S+1   3
LUMO energy (alpha / beta)   0.541 / -1.525 eV

Atoms and positions in Å:
1 Br -1.898674 2.291195 -0.676578
2 Br -2.637922 0.228879 1.624648
3 Cl -3.894586 -2.207757 -0.256328
4 O -2.777030 -1.558931 -2.530214
5 C -1.556704 0.617276 0.129883
6 C -2.928168 -1.406783 -1.371786
7 C -0.149039 0.146712 0.186848
8 H 0.384123 0.457056 -0.710961
9 H 0.376916 0.549123 1.059336
10 H -0.120846 -0.943747 0.257017

Cartesian forces (eV/Å) of the 6 atoms listed first:
Br 0.0 -0.3 0.1
Br 0.2 0.2 0.0
Cl -1.1 -1.1 0.7
O -0.3 0.0 1.2
C 0.2 0.8 0.6
C 1.0 0.5 -2.3

A single C3H3Br2F molecule in a non-equilibrium geometry. Source: the OMol25 dataset; level of theory: wB97M-V/def2-TZVPD.

Output
Energy above the lowest of the compared OMol25 structures with the same formula, charge and spin   0.647 eV
DFT total energy   -5363.936156 Eh
Frontier orbital gap   9.95 eV
Max |F|   3.9 eV/A
Total charge   0
SMILES   C=C(Br)[C@H](F)Br
2S+1   1
LUMO energy   -0.396 eV

Atoms and positions in Å:
1 Br 0.635303 0.393297 2.454417
2 Br -0.708289 0.889809 -2.134341
3 F -2.083065 0.665436 0.173706
4 C -0.781838 0.907359 -0.121492
5 C 0.899047 -1.171021 -0.171369
6 C 0.230483 -0.189739 0.374654
7 H -0.496546 1.856691 0.379056
8 H 1.529635 -1.826553 0.241664
9 H 0.775270 -1.525280 -1.196295

Cartesian forces (eV/Å) of the 6 atoms listed first:
Br -0.4 -1.0 -2.5
Br 0.1 0.4 1.1
F 0.4 -0.3 0.3
C 1.2 -1.1 -0.2
C -2.3 1.2 -2.1
C -0.7 2.0 2.1

2 unconnected molecules or ions with the total composition C3H3Br2N in a non-equilibrium geometry. Source: the OMol25 dataset; level of theory: wB97M-V/def2-TZVPD.

Output
Energy above the lowest of the compared OMol25 structures with the same formula, charge and spin   5.936 eV
DFT total energy   -5318.658360 Eh
Frontier orbital gap (alpha / beta)   7.61 / 7.61 eV
Max |F|   3.2 eV/A
Total charge   0
2S+1   1
LUMO energy (alpha / beta)   -0.309 / -0.309 eV

Atoms and positions in Å:
1 Br -0.935404 -2.430399 -0.394730
2 Br 0.498724 0.986633 2.389044
3 N 1.288537 -0.759941 -0.255573
4 C 2.386291 -0.647840 0.205702
5 C 0.029704 -0.874781 -0.481508
6 C 2.217068 0.260836 2.453622
7 H 3.439713 -0.427984 -0.220673
8 H -0.365160 0.082902 -0.720668
9 H 2.081346 -0.780733 2.994797

Cartesian forces (eV/Å) of the 6 atoms listed first:
Br -0.1 -0.4 -0.1
Br -0.6 -0.1 -0.1
N -0.9 -1.4 -0.6
C 2.5 1.6 1.3
C 1.8 1.3 0.3
C 0.8 -1.9 0.0

A single C3H3Br2N molecule in a non-equilibrium geometry. Source: the OMol25 dataset; level of theory: wB97M-V/def2-TZVPD.

Output
Energy above the lowest of the compared OMol25 structures with the same formula, charge and spin   1.644 eV
DFT total energy   -5318.816065 Eh
Frontier orbital gap   10.81 eV
Max |F|   8.4 eV/A
Total charge   0
SMILES   N#C[C@H](Br)CBr
2S+1   1
LUMO energy   0.123 eV

Atoms and positions in Å:
1 Br 1.056717 1.937390 0.959110
2 Br -0.274204 -2.013740 -1.063925
3 N -2.647390 0.554746 -0.348474
4 C -1.610844 0.458136 0.062060
5 C 0.171888 0.289439 0.690123
6 C 0.783998 -0.410436 -0.454347
7 H 1.724088 -0.774491 -0.138906
8 H 0.699883 0.176381 -1.302412
9 H 0.095864 -0.217426 1.596771

Cartesian forces (eV/Å) of the 6 atoms listed first:
Br -0.1 0.4 0.1
Br 0.7 0.5 0.6
N -3.9 0.4 -1.5
C 7.6 -0.2 3.4
C -4.4 0.9 -2.6
C -1.4 -2.1 0.6